Density functional theory data (ωB97M-V with the def2-TZVPD basis set) for C5H11NOS2 in the gas phase.

Each line ends with the Mulliken charge.
Element x y z (Å)
1 H -0.0058 -1.4008 0.5599  0.328
2 H 2.2009 -1.1658 -1.5360  0.307
3 H -2.8718 -0.7766 1.8160  0.330
4 H 1.5156 1.1616 -1.5836  0.304
5 C -2.1170 0.0526 1.5595  -0.909
6 S -0.0831 1.7684 0.1654  -0.123
7 C 2.0764 0.0281 0.1749  -0.698
8 H -2.1587 0.9747 2.2148  0.341
9 O -2.8521 -1.0246 -0.7008  -0.632
10 C 1.5166 1.3309 -0.4894  -0.487
11 C 0.4224 -1.5737 -0.4143  -0.397
12 H -1.1086 -0.2697 1.6596  0.201
13 N 1.7043 -1.1837 -0.5596  -0.202
14 H -0.0170 -2.2932 -1.2229  0.255
15 H 1.5686 -0.0042 1.2079  0.342
16 H 3.1971 -0.1058 0.2662  0.310
17 H -1.3444 1.1325 -1.8071  0.287
18 S -2.6021 0.3109 -0.1353  0.467
19 C -1.0896 0.7578 -0.7868  -0.404
20 H 2.0483 2.2806 -0.3884  0.380

The value obtained for the orbital gap (alpha / beta) is 0.27974 / 0.21728 Ha. The calculation puts the LUMO energy (alpha / beta) at 0.34 / -0.63 eV. The calculation puts the energy above the lowest of the compared OMol25 structures with the same formula, charge and spin at 5.952 eV. As for the molar mass: 165.3 Da. The value obtained for the total energy is -1123.289615 a.u.